# 1
{"formula": "C2H15N2O3", "method": "ωB97M-V with the def2-TZVPD basis set", "lumo_energy_ev": -9.63, "de_lowest_kj_mol": 838.7, "spin_multiplicity": 1, "gap_ev": 3.95, "homo_energy_ev": -13.58, "energy_ev": -11425.8917, "total_charge": 1, "elements": ["C", "N", "C", "N", "H", "H", "H", "H", "H", "H", "H", "H", "H", "H", "H", "O", "H", "H", "O", "H", "H", "O"], "xyz": [[2.053, -0.841, -0.944], [0.759, -1.482, -0.923], [2.374, -0.434, 0.478], [3.555, 0.419, 0.537], [2.756, -1.607, -1.301], [2.085, 0.057, -1.705], [0.576, -2.064, -1.746], [0.014, -0.793, -0.865], [1.556, -0.031, 1.004], [2.698, -1.358, 1.000], [1.456, 1.735, -0.557], [3.315, 1.354, 0.253], [3.900, 0.524, 1.527], [-2.069, 0.273, -1.263], [-1.674, 0.778, 0.125], [-1.785, -0.005, -0.363], [-5.952, -0.006, 0.387], [-5.082, -0.894, 1.164], [-5.089, -0.415, 0.294], [0.363, 1.796, 0.443], [-0.825, 2.879, 0.628], [-0.611, 1.975, 0.869]], "atomic_forces_ev_per_a": [[-1.24, -1.56, 1.38], [0.94, 1.37, -1.90], [2.41, -1.79, -0.14], [-0.39, 0.51, 1.51], [0.36, 0.79, -0.23], [-0.29, 0.35, 0.48], [0.14, -0.07, 0.44], [-0.93, -0.23, 0.89], [-1.20, 0.10, 0.75], [-0.57, 0.28, -0.26], [0.58, -0.50, -0.57], [0.28, 0.93, -0.87], [-0.45, -0.31, -1.27], [-0.09, -0.30, 1.02], [0.14, 1.79, 1.17], [-0.04, -1.99, -2.67], [-0.29, 0.36, -0.48], [0.48, 0.38, -1.22], [-0.19, -0.71, 1.67], [-2.94, 0.69, 1.34], [0.01, 0.55, -0.06], [3.29, -0.65, -0.97]]}

=====

# 2
{"formula": "C2H15N2O4", "method": "ωB97M-V with the def2-TZVPD basis set", "lumo_energy_ev": -3.31, "de_lowest_kj_mol": 84.1, "spin_multiplicity": 1, "gap_ev": 11.14, "homo_energy_ev": -14.45, "energy_ev": -13481.6140, "total_charge": 1, "elements": ["C", "N", "C", "N", "H", "H", "H", "H", "H", "H", "H", "H", "H", "O", "H", "H", "O", "H", "H", "O", "H", "H", "O"], "xyz": [[1.016, -1.446, 1.361], [-0.069, 1.008, -1.016], [-0.033, -0.060, -0.271], [0.707, -0.111, 0.841], [1.301, -2.117, 0.546], [0.187, -1.900, 1.911], [1.896, -1.382, 1.978], [0.364, 1.873, -0.719], [-0.771, 1.084, -1.737], [-0.325, -0.972, -0.785], [0.455, 0.577, 1.549], [0.321, -1.412, -3.184], [-0.882, -1.029, -3.990], [-0.565, -1.030, -3.080], [-1.743, 2.026, 1.962], [-2.375, 2.324, 0.665], [-1.667, 1.770, 1.024], [-2.566, 1.896, 4.715], [-1.437, 2.693, 4.005], [-1.962, 1.888, 3.968], [3.288, -1.742, -3.787], [2.446, -1.958, -2.498], [2.416, -1.982, -3.458]], "atomic_forces_ev_per_a": [[0.02, -0.45, -0.04], [-0.61, 0.48, 0.24], [1.97, 0.18, -0.88], [-1.35, -0.65, 0.06], [-0.21, 0.22, -0.04], [0.11, 0.18, 0.02], [0.16, 0.11, 0.41], [-0.21, -0.08, 0.25], [0.25, -0.33, -0.34], [-0.49, -0.04, 0.34], [0.46, 0.21, -0.33], [0.03, 0.10, -0.09], [-0.24, 0.02, 0.07], [0.31, -0.09, -0.12], [-0.03, -0.59, 0.04], [0.12, -0.24, -0.34], [-0.38, 0.81, 0.66], [-0.02, 0.14, 0.05], [-0.12, 0.09, 0.49], [0.32, -0.05, -0.57], [0.01, 0.02, 0.13], [0.47, -0.06, 0.01], [-0.55, 0.03, -0.01]]}

=====

# 3
{"formula": "C2H15N2O4", "method": "ωB97M-V with the def2-TZVPD basis set", "lumo_energy_ev": -2.56, "de_lowest_kj_mol": 200.0, "spin_multiplicity": 1, "gap_ev": 9.18, "homo_energy_ev": -11.74, "energy_ev": -13480.4134, "total_charge": 1, "elements": ["C", "C", "N", "N", "H", "H", "H", "H", "H", "H", "H", "H", "H", "O", "H", "H", "O", "H", "H", "O", "H", "H", "O"], "xyz": [[-1.880, 0.592, 0.142], [-0.773, -0.031, 0.673], [0.513, -0.205, -0.020], [-3.063, 0.706, 0.673], [-1.744, 1.056, -0.841], [-0.827, -0.778, 1.535], [1.097, 0.540, 0.295], [0.944, -1.119, 0.425], [0.477, -0.189, -1.103], [-3.298, 0.492, 1.649], [-3.814, 1.244, 0.207], [1.188, -2.395, 2.455], [2.470, -2.377, 3.109], [2.149, -2.367, 2.195], [0.321, 3.376, -1.388], [-1.239, 3.353, -1.567], [-0.506, 2.912, -1.241], [-0.950, -1.957, -2.392], [-1.182, -0.666, -2.914], [-0.639, -1.078, -2.293], [3.711, -0.886, 0.626], [3.870, 0.161, -0.261], [3.173, -0.383, 0.036]], "atomic_forces_ev_per_a": [[4.00, -0.84, -0.88], [-2.00, -1.41, 0.87], [-0.16, -1.48, 0.03], [-3.68, 0.85, 1.32], [-0.14, -0.15, 0.45], [-0.21, 1.58, -1.08], [1.06, 0.42, 0.04], [-0.54, 2.28, -1.86], [-0.12, -0.68, 2.03], [0.55, -0.07, -0.79], [1.10, -0.63, 0.40], [1.07, -0.14, -0.88], [0.77, 0.02, -0.28], [-1.95, 0.12, 1.17], [-0.37, 0.48, -0.28], [-1.71, 1.82, -1.13], [2.22, -2.18, 1.30], [-0.04, -1.75, 0.30], [-1.22, 1.74, -1.72], [1.22, -0.02, 1.01], [-0.07, -1.34, 1.17], [0.94, 1.61, -1.28], [-0.69, -0.22, 0.09]]}

=====

# 4
{"formula": "C2H15N2O4", "method": "ωB97M-V with the def2-TZVPD basis set", "lumo_energy_ev": [-8.11, -11.70], "de_lowest_kj_mol": 218.5, "spin_multiplicity": 2, "gap_ev": [8.95, 5.36], "homo_energy_ev": [-17.06, -17.06], "energy_ev": -13467.4904, "total_charge": 2, "elements": ["C", "C", "N", "N", "H", "H", "H", "H", "H", "H", "H", "H", "H", "O", "H", "H", "O", "H", "H", "O", "H", "H", "O"], "xyz": [[-1.008, 0.005, -0.804], [-0.742, -1.335, -1.000], [-1.231, -2.177, -0.159], [-0.436, 1.134, -1.655], [-1.488, 0.385, 0.002], [-0.109, -1.779, -1.718], [-1.103, -3.218, -0.255], [-1.687, -2.084, 0.804], [0.619, 0.935, -1.997], [-0.573, 1.983, -1.050], [-1.081, 1.344, -2.481], [-3.212, -1.581, 2.275], [-2.245, -0.282, 2.532], [-2.578, -0.936, 1.999], [3.811, -1.536, -0.066], [2.324, -1.638, 0.142], [2.965, -1.192, -0.318], [0.239, 2.885, 2.733], [-0.648, 2.069, 3.446], [-0.666, 3.010, 3.070], [3.207, 1.991, -2.241], [3.046, 0.656, -1.500], [2.595, 1.363, -1.759]], "atomic_forces_ev_per_a": [[2.34, 1.45, -3.13], [-0.19, 0.00, 0.75], [-0.70, -3.63, 2.32], [-0.42, -1.09, -0.15], [-1.80, 0.70, 2.41], [0.49, 0.05, -1.35], [0.32, 1.29, -0.69], [0.09, 1.74, -1.15], [-1.47, 1.14, 0.87], [1.03, -0.52, -0.69], [1.04, -0.55, 0.77], [-0.73, 0.24, 1.42], [0.38, 1.84, 2.91], [0.28, -2.32, -4.30], [0.69, -0.40, 0.28], [-1.98, -1.82, 1.95], [1.31, 2.22, -2.23], [-0.01, 1.27, -0.19], [-0.98, 1.93, 0.01], [1.08, -3.24, 0.18], [-1.01, -1.16, 0.80], [3.29, -4.85, 1.84], [-3.06, 5.71, -2.64]]}

=====

# 5
{"formula": "C2H15NO8", "method": "ωB97M-V with the def2-TZVPD basis set", "lumo_energy_ev": 0.35, "de_lowest_kj_mol": 0.0, "spin_multiplicity": 1, "gap_ev": 10.69, "homo_energy_ev": -10.35, "energy_ev": -20188.9881, "smiles": "O=CNC=O.O.O.O.O.O.O", "elements": ["O", "C", "N", "C", "O", "H", "H", "H", "O", "H", "H", "O", "H", "H", "O", "H", "H", "O", "H", "H", "O", "H", "H", "O", "H", "H"], "xyz": [[-2.462, -0.855, -0.844], [-1.573, -1.671, -0.976], [-0.340, -1.427, -1.555], [0.108, -0.198, -2.046], [-0.509, 0.822, -1.879], [-1.705, -2.711, -0.669], [0.352, -2.140, -1.373], [1.008, -0.260, -2.655], [2.140, -0.136, -0.565], [1.883, -0.387, 0.348], [2.071, 0.853, -0.541], [0.456, -3.001, 1.015], [0.687, -2.109, 1.361], [0.930, -3.624, 1.563], [1.302, 2.451, -0.503], [0.675, 2.161, -1.194], [0.783, 2.365, 0.332], [-2.386, 1.739, -0.055], [-2.072, 2.150, -0.855], [-2.458, 0.796, -0.339], [-0.334, 1.755, 1.578], [-1.148, 1.673, 0.963], [-0.669, 2.356, 2.260], [1.102, -0.515, 1.992], [1.693, -0.327, 2.715], [0.465, 0.243, 1.923]], "atomic_forces_ev_per_a": [[0.13, -0.42, 0.03], [0.02, 0.61, -0.22], [-0.23, -0.12, 0.34], [-0.36, -0.44, 0.09], [-0.06, 0.36, -0.33], [0.17, -0.13, 0.06], [0.13, -0.07, -0.21], [0.09, -0.16, 0.04], [0.03, 0.28, 0.48], [0.26, 0.12, -0.51], [0.09, -0.56, -0.02], [-0.11, 0.56, -0.28], [-0.11, -0.58, 0.02], [0.12, -0.15, 0.14], [-0.39, 0.12, 0.10], [0.25, 0.23, 0.31], [0.34, 0.08, -0.56], [-0.31, -0.63, 0.48], [0.24, 0.37, -0.49], [-0.07, 0.34, 0.07], [-1.06, 0.15, 0.05], [0.54, 0.09, 0.22], [0.30, -0.20, -0.05], [-0.65, 0.19, -0.24], [0.25, 0.13, 0.36], [0.39, -0.18, 0.14]]}

=====

# 6
{"formula": "C2H15O6", "method": "ωB97M-V with the def2-TZVPD basis set", "lumo_energy_ev": 3.63, "de_lowest_kj_mol": 79.9, "spin_multiplicity": 1, "gap_ev": 8.83, "homo_energy_ev": -5.20, "energy_ev": -14603.9374, "total_charge": -1, "elements": ["C", "O", "C", "H", "H", "H", "H", "H", "H", "H", "O", "H", "H", "O", "H", "H", "O", "H", "H", "O", "H", "H", "O"], "xyz": [[2.046, -0.562, 0.526], [1.151, -1.613, 0.576], [3.385, -0.995, -0.082], [1.646, 0.250, -0.085], [2.274, -0.162, 1.520], [3.243, -1.485, -1.044], [4.165, -0.251, -0.096], [3.760, -1.774, 0.602], [0.322, -1.384, 0.062], [-0.879, -0.986, -1.911], [-0.608, -0.621, -1.067], [0.097, 1.619, -1.229], [1.337, 2.465, -0.803], [0.573, 2.452, -1.382], [-0.322, 0.523, 1.674], [-1.415, -0.469, 1.919], [-0.916, 0.219, 2.377], [-3.965, 0.196, -0.712], [-5.250, -0.084, 0.075], [-4.807, -0.288, -0.752], [-1.588, 0.562, -0.656], [-2.063, 1.123, 0.718], [-2.185, 1.265, -0.231]], "atomic_forces_ev_per_a": [[0.66, 0.70, -0.72], [-0.31, -0.67, 0.56], [-0.29, -1.38, 0.93], [-0.18, 0.13, -0.01], [-0.20, 0.04, 0.25], [0.01, 0.28, -0.16], [0.06, 0.62, -0.24], [0.05, -0.02, -0.25], [0.36, 0.24, -0.64], [0.05, -0.12, 0.02], [-0.09, 0.57, 0.37], [0.14, -0.14, 0.04], [-0.05, -0.27, 0.09], [-0.04, 0.29, -0.24], [0.07, -0.14, 0.23], [0.14, -0.17, 0.09], [-0.11, 0.18, -0.33], [0.21, 0.12, 0.14], [0.10, 0.06, 0.01], [-0.14, -0.06, -0.09], [0.05, -0.43, 0.07], [-0.08, 0.16, -0.20], [-0.38, 0.02, 0.11]]}